[1]
{
  "formula": "C34H67BrCl24F3GaN",
  "method": "ωB97M-V/def2-TZVPD",
  "symbols": ["C", "C", "C", "Br", "Ga", "C", "C", "C", "N", "C", "C", "C", "F", "C", "F", "F", "H", "H", "H", "H", "H", "H", "H", "H", "H", "H", "H", "H", "H", "H", "H", "H", "H", "H", "H", "Cl", "C", "C", "Cl", "H", "H", "H", "H", "Cl", "C", "C", "Cl", "H", "H", "H", "H", "Cl", "C", "C", "Cl", "H", "H", "H", "H", "Cl", "C", "C", "Cl", "H", "H", "H", "H", "Cl", "C", "C", "Cl", "H", "H", "H", "H", "Cl", "C", "C", "Cl", "H", "H", "H", "H", "Cl", "C", "C", "Cl", "H", "H", "H", "H", "Cl", "C", "C", "Cl", "H", "H", "H", "H", "Cl", "C", "C", "Cl", "H", "H", "H", "H", "Cl", "C", "C", "Cl", "H", "H", "H", "H", "Cl", "C", "C", "Cl", "H", "H", "H", "H", "Cl", "C", "C", "Cl", "H", "H", "H", "H"],
  "coordinates": [[-1.922, 3.100, -4.078], [-0.610, 2.567, -3.497], [-0.853, 1.475, -2.451], [0.858, 1.121, -1.515], [-1.808, -0.258, -3.076], [-0.513, -1.717, -3.642], [0.647, -1.077, -4.409], [1.569, -2.041, -5.159], [2.494, -2.754, -4.245], [-3.156, -0.844, -1.650], [-2.767, -2.114, -0.851], [-2.278, -1.773, 0.516], [-3.086, -2.112, 1.576], [-1.151, -1.094, 0.801], [0.068, -1.497, 0.437], [-1.082, 0.066, 1.460], [-2.614, 3.401, -3.285], [-1.697, 3.994, -4.673], [-2.392, 2.384, -4.752], [-0.104, 3.406, -2.995], [0.050, 2.214, -4.298], [-1.498, 1.937, -1.695], [-2.664, 0.133, -4.395], [-0.161, -2.350, -2.816], [-1.061, -2.354, -4.350], [1.294, -0.497, -3.741], [0.233, -0.361, -5.136], [1.031, -2.745, -5.803], [2.182, -1.420, -5.830], [3.425, -2.364, -4.360], [2.251, -2.475, -3.295], [-3.351, -0.004, -0.969], [-4.109, -1.047, -2.161], [-3.662, -2.729, -0.693], [-2.050, -2.743, -1.395], [-3.546, 1.788, 7.208], [-2.715, 0.799, 5.970], [-1.227, 0.760, 6.189], [-0.456, 2.342, 5.886], [-2.969, 1.205, 4.996], [-3.122, -0.209, 6.043], [-0.775, 0.039, 5.509], [-0.986, 0.465, 7.208], [-5.933, -2.987, -2.099], [-6.431, -2.998, -0.394], [-7.893, -3.288, -0.197], [-8.941, -1.956, -0.770], [-6.150, -2.037, 0.036], [-5.816, -3.764, 0.075], [-8.100, -3.416, 0.864], [-8.194, -4.191, -0.723], [0.855, -4.129, 2.562], [1.157, -2.406, 2.909], [1.146, -2.157, 4.396], [-0.473, -2.365, 5.124], [0.410, -1.820, 2.380], [2.140, -2.158, 2.511], [1.465, -1.137, 4.611], [1.818, -2.845, 4.904], [4.479, -5.073, -2.187], [4.746, -4.461, -0.538], [3.478, -3.934, 0.086], [2.904, -2.446, -0.699], [5.508, -3.687, -0.589], [5.127, -5.291, 0.057], [3.665, -3.693, 1.133], [2.675, -4.667, 0.036], [-10.605, -0.442, -4.971], [-11.033, -0.446, -3.242], [-12.490, -0.756, -3.017], [-13.567, 0.551, -3.585], [-10.765, 0.524, -2.829], [-10.428, -1.212, -2.758], [-12.674, -0.877, -1.951], [-12.782, -1.670, -3.529], [3.486, 1.521, 1.073], [4.816, 1.361, 2.240], [5.117, 2.649, 2.958], [5.832, 3.883, 1.877], [5.690, 0.993, 1.706], [4.512, 0.612, 2.971], [5.840, 2.463, 3.752], [4.219, 3.077, 3.398], [4.548, -0.286, -4.869], [4.719, 1.435, -5.285], [3.773, 1.844, -6.384], [4.213, 1.110, -7.954], [5.755, 1.616, -5.563], [4.491, 2.004, -4.384], [3.808, 2.924, -6.520], [2.748, 1.556, -6.158], [6.457, 1.651, 9.177], [7.320, 2.605, 7.941], [6.481, 2.846, 6.715], [6.194, 1.347, 5.788], [8.238, 2.077, 7.694], [7.576, 3.560, 8.397], [6.998, 3.536, 6.049], [5.511, 3.268, 6.970], [-2.173, -5.154, 0.345], [-2.372, -5.584, 2.061], [-3.738, -6.179, 2.313], [-4.984, -4.923, 2.077], [-2.228, -4.680, 2.650], [-1.588, -6.294, 2.320], [-3.818, -6.538, 3.338], [-3.948, -7.004, 1.637], [-8.017, 1.589, 6.760], [-7.103, 1.925, 8.252], [-7.853, 1.497, 9.488], [-9.296, 2.501, 9.794], [-6.877, 2.988, 8.273], [-6.167, 1.374, 8.184], [-7.206, 1.599, 10.358], [-8.178, 0.462, 9.413], [10.374, 7.221, 2.495], [10.462, 5.443, 2.394], [9.176, 4.781, 2.814], [8.871, 4.970, 4.566], [11.298, 5.117, 3.008], [10.672, 5.192, 1.355], [9.228, 3.712, 2.614], [8.321, 5.188, 2.283], [2.900, 2.848, -12.840], [4.349, 3.546, -12.071], [4.347, 3.368, -10.575], [3.092, 4.347, -9.776], [4.397, 4.597, -12.347], [5.212, 3.034, -12.495], [5.306, 3.689, -10.169], [4.185, 2.332, -10.294]],
  "orbital_gap_ev": 6.44,
  "total_charge": -1
}


[2]
{
  "formula": "C13H26IrNO4P2",
  "method": "ωB97M-V/def2-TZVPD",
  "symbols": ["Ir", "P", "C", "C", "N", "C", "C", "C", "C", "C", "P", "H", "H", "H", "H", "H", "H", "H", "H", "O", "H", "H", "O", "H", "C", "H", "H", "H", "C", "H", "H", "H", "C", "H", "H", "H", "C", "H", "H", "H", "C", "C", "O", "O", "H", "H", "H"],
  "coordinates": [[0.033, 0.049, 0.890], [-2.103, 0.026, 0.242], [-2.011, 0.392, -1.526], [-0.819, 1.131, -1.902], [0.235, 1.033, -1.068], [1.476, 1.363, -1.525], [1.633, 2.069, -2.712], [0.517, 2.343, -3.501], [-0.715, 1.872, -3.083], [2.640, 0.877, -0.692], [2.124, -0.568, 0.368], [-1.620, 1.968, -3.697], [2.645, 2.391, -2.999], [0.621, 2.893, -4.429], [3.481, 0.564, -1.329], [3.013, 1.682, -0.030], [-1.941, -0.517, -1.992], [-2.952, 0.797, -1.886], [-1.194, -2.296, -1.937], [-1.416, -1.996, -2.758], [-2.265, -2.370, -3.011], [-0.088, -1.843, 0.125], [-0.316, -2.600, -0.524], [-0.377, -3.601, -0.519], [2.523, -2.030, -0.634], [3.485, -1.873, -1.120], [2.561, -2.890, 0.039], [1.718, -2.190, -1.354], [3.239, -0.558, 1.794], [3.094, -1.496, 2.339], [4.273, -0.486, 1.444], [2.995, 0.291, 2.441], [-3.005, 1.369, 1.084], [-3.939, 1.615, 0.570], [-3.237, 1.053, 2.107], [-2.375, 2.262, 1.152], [-3.058, -1.468, 0.558], [-3.286, -1.527, 1.625], [-3.982, -1.456, -0.020], [-2.431, -2.317, 0.273], [0.206, 0.310, 4.218], [0.004, 1.596, 3.459], [-0.222, 2.634, 4.131], [0.094, 1.565, 2.122], [0.117, 0.502, 5.295], [1.204, -0.139, 4.033], [-0.575, -0.425, 3.943]],
  "spin_multiplicity": 5,
  "orbital_gap_ev": [9.36, 5.76],
  "total_charge": 2
}


[3]
{
  "formula": "C19H16N2O4Pt",
  "method": "ωB97M-V/def2-TZVPD",
  "symbols": ["Pt", "C", "O", "C", "C", "C", "C", "C", "C", "N", "N", "C", "C", "O", "C", "C", "C", "C", "C", "C", "C", "C", "H", "H", "H", "H", "H", "H", "H", "H", "H", "H", "H", "H", "H", "C", "O", "C", "O", "H", "H", "H"],
  "coordinates": [[-1.066, -0.844, -1.725], [-1.865, 2.939, -3.013], [-1.178, 2.207, -2.010], [-1.588, 2.378, -0.732], [-2.350, 3.455, -0.296], [-2.674, 3.579, 1.046], [-2.243, 2.641, 1.970], [-1.491, 1.561, 1.540], [-1.175, 1.422, 0.199], [-0.415, 0.290, -0.245], [0.510, -0.033, 0.546], [1.413, -1.018, 0.372], [1.566, -1.780, -0.817], [0.841, -1.636, -1.860], [2.625, -2.749, -0.868], [3.447, -2.944, 0.184], [3.339, -2.179, 1.389], [4.231, -2.379, 2.458], [4.143, -1.618, 3.596], [3.154, -0.629, 3.683], [2.268, -0.421, 2.653], [2.335, -1.198, 1.483], [-1.628, 4.004, -2.959], [-2.943, 2.789, -2.925], [-1.514, 2.544, -3.963], [-2.692, 4.197, -1.001], [-3.273, 4.422, 1.367], [-2.502, 2.738, 3.016], [-1.159, 0.801, 2.233], [2.717, -3.320, -1.782], [4.224, -3.699, 0.129], [4.993, -3.144, 2.364], [4.831, -1.775, 4.416], [3.087, -0.016, 4.573], [1.514, 0.348, 2.732], [-2.532, -2.268, -2.885], [-3.566, -1.369, -2.544], [-2.992, -0.353, -1.765], [-3.682, 0.563, -1.442], [-2.808, -2.830, -3.774], [-2.303, -2.979, -2.087], [-1.598, -1.696, -3.254]],
  "orbital_gap_ev": 7.04,
  "total_charge": 0
}


[4]
{
  "formula": "C56H53AsN7PS2Ti",
  "method": "ωB97M-V/def2-TZVPD",
  "symbols": ["Ti", "C", "N", "C", "C", "N", "C", "C", "C", "C", "C", "C", "C", "S", "C", "C", "C", "C", "C", "C", "S", "H", "H", "H", "H", "H", "H", "H", "H", "H", "H", "H", "H", "H", "H", "H", "H", "H", "H", "N", "C", "N", "C", "N", "N", "C", "C", "C", "C", "C", "C", "N", "C", "C", "C", "C", "C", "C", "H", "H", "H", "H", "H", "H", "H", "H", "H", "H", "H", "C", "C", "As", "C", "C", "C", "C", "C", "C", "C", "C", "C", "C", "C", "C", "P", "C", "C", "C", "C", "C", "C", "C", "C", "C", "C", "C", "C", "H", "H", "H", "H", "H", "H", "H", "H", "H", "H", "H", "H", "H", "H", "H", "H", "H", "H", "H", "H", "H", "H", "H", "H"],
  "coordinates": [[1.716, -2.210, 1.494], [2.773, 0.468, 0.087], [3.284, -0.814, 0.666], [4.230, -0.479, 1.761], [4.374, -1.617, 2.742], [3.044, -1.949, 3.325], [3.156, -3.174, 4.165], [2.538, -0.850, 4.171], [3.218, -0.478, 5.322], [2.720, 0.530, 6.132], [1.533, 1.167, 5.796], [0.857, 0.808, 4.643], [1.362, -0.199, 3.822], [0.512, -0.515, 2.301], [3.823, -1.589, -0.453], [5.155, -1.545, -0.839], [5.564, -2.241, -1.969], [4.641, -2.951, -2.725], [3.306, -2.980, -2.350], [2.888, -2.304, -1.209], [1.197, -2.390, -0.677], [3.605, 1.006, -0.373], [2.327, 1.068, 0.876], [2.008, 0.256, -0.654], [3.808, 0.381, 2.281], [5.202, -0.166, 1.382], [5.083, -1.342, 3.527], [4.757, -2.516, 2.257], [2.169, -3.444, 4.536], [3.572, -3.989, 3.581], [3.810, -2.996, 5.018], [4.141, -0.969, 5.602], [3.258, 0.814, 7.026], [1.136, 1.949, 6.430], [-0.061, 1.310, 4.358], [5.885, -0.979, -0.278], [6.603, -2.213, -2.268], [4.961, -3.481, -3.612], [2.583, -3.535, -2.935], [-3.517, -1.860, 0.223], [-2.242, -2.117, -0.079], [-1.355, -2.558, 0.763], [-1.748, -2.796, 2.062], [-0.942, -3.380, 2.889], [0.283, -3.676, 2.341], [0.610, -4.907, 2.289], [1.928, -5.276, 1.779], [2.319, -6.601, 1.725], [3.564, -6.917, 1.201], [4.364, -5.889, 0.735], [3.899, -4.586, 0.823], [2.709, -4.268, 1.342], [-3.083, -2.406, 2.504], [-3.499, -2.474, 3.836], [-4.779, -2.096, 4.177], [-5.666, -1.651, 3.193], [-5.273, -1.576, 1.873], [-3.976, -1.954, 1.535], [-4.118, -1.493, -0.501], [-1.953, -1.935, -1.106], [-0.091, -5.681, 2.585], [1.651, -7.371, 2.086], [3.896, -7.945, 1.152], [5.337, -6.078, 0.304], [4.505, -3.772, 0.447], [-2.802, -2.827, 4.583], [-5.102, -2.148, 5.208], [-6.671, -1.361, 3.466], [-5.956, -1.229, 1.107], [0.027, 2.564, -1.471], [-0.889, 3.687, -1.931], [-0.156, 4.658, -3.503], [-1.722, 5.760, -3.863], [-3.041, 5.343, -3.686], [-4.094, 6.210, -3.939], [-3.842, 7.506, -4.372], [-2.535, 7.932, -4.549], [-1.482, 7.063, -4.293], [-0.404, 3.168, -4.757], [0.667, 2.286, -4.902], [0.581, 1.188, -5.749], [-0.576, 0.970, -6.484], [-1.637, 1.858, -6.370], [-1.552, 2.948, -5.512], [-0.743, 1.205, -0.476], [-1.526, 2.037, 0.940], [-2.563, 1.430, 1.647], [-3.002, 1.943, 2.859], [-2.404, 3.078, 3.391], [-1.364, 3.689, 2.702], [-0.925, 3.170, 1.491], [-2.102, 0.769, -1.624], [-3.428, 1.184, -1.508], [-4.374, 0.791, -2.448], [-4.004, 0.002, -3.529], [-2.677, -0.387, -3.674], [-1.739, -0.012, -2.724], [0.919, 2.942, -0.963], [0.402, 2.005, -2.336], [-1.072, 4.410, -1.135], [-1.852, 3.280, -2.235], [-3.262, 4.335, -3.354], [-5.114, 5.875, -3.801], [-4.665, 8.180, -4.570], [-2.332, 8.940, -4.884], [-0.463, 7.404, -4.431], [1.598, 2.478, -4.377], [1.430, 0.524, -5.860], [-0.642, 0.130, -7.164], [-2.532, 1.713, -6.962], [-2.383, 3.640, -5.454], [-3.034, 0.538, 1.251], [-3.813, 1.454, 3.383], [-2.751, 3.489, 4.330], [-0.901, 4.583, 3.102], [-0.112, 3.664, 0.972], [-3.724, 1.831, -0.691], [-5.399, 1.128, -2.350], [-4.740, -0.290, -4.267], [-2.372, -0.973, -4.531], [-0.706, -0.329, -2.840]],
  "orbital_gap_ev": 5.41,
  "de_lowest_ev": 0.000,
  "total_charge": 2
}


[5]
{
  "formula": "C2H3BrINO3",
  "method": "ωB97M-V/def2-TZVPD",
  "symbols": ["C", "C", "N", "O", "O", "O", "Br", "I", "H", "H", "H"],
  "coordinates": [[0.337, 1.561, 0.799], [0.552, -0.987, -0.913], [-0.617, -0.645, -0.425], [-1.160, 0.459, -0.600], [-1.102, -1.482, 0.536], [1.081, 0.680, 0.559], [1.093, 0.147, -2.370], [1.756, -2.566, -0.391], [0.289, 2.512, 0.145], [-0.443, 1.345, 1.540], [-1.785, -1.024, 1.119]],
  "orbital_gap_ev": [8.85, 8.85],
  "de_lowest_ev": 1.565,
  "total_charge": 0
}


[6]
{
  "formula": "C27H78O21",
  "method": "ωB97M-V/def2-TZVPD",
  "symbols": ["C", "C", "O", "O", "H", "H", "H", "H", "H", "H", "C", "C", "O", "O", "H", "H", "H", "H", "H", "H", "C", "C", "O", "O", "H", "H", "H", "H", "H", "H", "C", "C", "O", "O", "H", "H", "H", "H", "H", "H", "C", "C", "O", "O", "H", "H", "H", "H", "H", "H", "C", "C", "O", "O", "H", "H", "H", "H", "H", "H", "C", "C", "O", "O", "H", "H", "H", "H", "H", "H", "C", "C", "O", "O", "H", "H", "H", "H", "H", "H", "C", "C", "O", "O", "H", "H", "H", "H", "H", "H", "C", "C", "C", "O", "H", "H", "H", "H", "H", "H", "H", "H", "C", "C", "C", "O", "H", "H", "H", "H", "H", "H", "H", "H", "C", "C", "C", "O", "H", "H", "H", "H", "H", "H", "H", "H"],
  "coordinates": [[-2.882, -2.908, 2.839], [-2.702, -4.231, 3.693], [-1.833, -5.214, 3.161], [-3.592, -1.922, 3.569], [-3.244, -3.119, 1.833], [-1.918, -2.476, 2.572], [-3.683, -4.665, 3.885], [-2.258, -3.935, 4.644], [-1.869, -5.992, 3.723], [-2.945, -1.391, 4.040], [0.866, -1.949, 3.608], [1.623, -3.233, 3.906], [2.763, -3.335, 3.079], [1.696, -0.767, 3.797], [-0.016, -1.946, 4.248], [0.422, -2.034, 2.616], [0.942, -4.083, 3.942], [2.028, -3.046, 4.900], [2.510, -3.795, 2.275], [2.255, -0.742, 3.017], [2.334, 2.932, -3.979], [1.936, 2.835, -5.496], [2.552, 1.670, -6.111], [1.805, 1.946, -3.090], [2.035, 3.908, -3.596], [3.415, 2.896, -3.848], [2.136, 3.791, -5.980], [0.861, 2.813, -5.676], [3.314, 1.938, -6.629], [2.158, 1.094, -3.359], [-2.966, -2.042, -2.610], [-3.229, -0.908, -3.606], [-4.607, -0.616, -3.739], [-1.613, -2.354, -2.470], [-3.610, -2.880, -2.876], [-3.173, -1.609, -1.632], [-2.925, -1.316, -4.570], [-2.665, -0.045, -3.252], [-4.937, -0.251, -2.914], [-1.366, -2.843, -3.259], [2.701, 3.354, 0.577], [4.040, 3.445, -0.187], [5.163, 3.275, 0.671], [2.242, 4.475, 1.322], [2.612, 2.536, 1.291], [1.993, 3.214, -0.240], [4.138, 4.422, -0.659], [4.133, 2.698, -0.976], [5.862, 3.769, 0.235], [1.312, 4.338, 1.515], [0.326, -0.606, -4.415], [1.490, -1.479, -3.969], [2.626, -0.642, -3.751], [0.504, -0.213, -5.799], [0.193, 0.287, -3.804], [-0.579, -1.203, -4.300], [1.645, -2.251, -4.723], [1.311, -1.878, -2.970], [3.280, -0.954, -4.380], [1.262, 0.361, -5.933], [0.046, -4.460, -0.117], [1.385, -3.737, -0.139], [2.453, -4.397, 0.546], [0.073, -5.684, -0.827], [-0.762, -3.864, -0.542], [-0.228, -4.744, 0.899], [1.302, -2.748, 0.311], [1.609, -3.570, -1.193], [3.050, -4.787, -0.097], [0.581, -6.329, -0.328], [4.516, -0.951, -0.577], [4.495, -1.446, 0.836], [3.702, -0.628, 1.649], [5.437, -1.633, -1.421], [4.759, 0.111, -0.555], [3.539, -1.081, -1.043], [5.513, -1.538, 1.215], [4.093, -2.459, 0.869], [4.239, 0.086, 2.002], [5.042, -2.507, -1.466], [-5.423, -1.663, 0.151], [-6.058, -0.281, -0.094], [-5.649, 0.265, -1.366], [-6.095, -2.380, 1.158], [-4.344, -1.650, 0.305], [-5.536, -2.200, -0.791], [-5.740, 0.469, 0.630], [-7.144, -0.342, -0.031], [-6.119, 1.091, -1.503], [-5.769, -3.282, 1.127], [-1.127, 5.051, -1.389], [-1.542, 4.965, 0.092], [-2.828, 4.175, 0.327], [-0.509, 4.238, 0.745], [-1.831, 5.610, -2.006], [-1.046, 4.048, -1.808], [-0.148, 5.520, -1.486], [-1.628, 5.975, 0.492], [-3.139, 4.140, 1.372], [-2.706, 3.201, -0.147], [-3.590, 4.747, -0.201], [-0.416, 3.400, 0.286], [1.100, 2.942, 4.328], [-0.109, 2.177, 4.922], [-1.093, 1.739, 3.894], [0.403, 1.065, 5.506], [1.892, 3.304, 4.983], [0.828, 3.812, 3.729], [1.616, 2.299, 3.616], [-0.570, 2.874, 5.621], [-0.711, 1.128, 3.076], [-1.588, 2.604, 3.452], [-1.875, 1.104, 4.309], [0.950, 0.609, 4.862], [0.887, 0.596, 0.697], [-0.263, 0.582, -0.299], [-1.624, 0.504, 0.374], [-0.344, 1.867, -0.907], [0.806, 1.292, 1.532], [1.794, 0.803, 0.129], [1.089, -0.368, 1.164], [-0.020, -0.181, -1.039], [-2.384, 0.453, -0.406], [-1.797, 1.434, 0.916], [-1.661, -0.333, 1.071], [0.340, 1.839, -1.580]],
  "smiles": "CC(C)O.CC(C)O.CC(C)O.OCCO.OCCO.OCCO.OCCO.OCCO.OCCO.OCCO.OCCO.OCCO",
  "orbital_gap_ev": 9.23,
  "de_lowest_ev": 1.568,
  "total_charge": 0
}